Record 1
{"formula": "C2H6N2P", "method": "ωB97M-V with the def2-TZVPD basis set", "charge": 1, "lumo_energy_ev": -6.82, "homo_lumo_gap_ev": 7.168, "e_above_lowest_kcal_mol": 51.10, "elements": ["H", "H", "C", "N", "C", "H", "H", "P", "H", "H", "N"], "positions_angstrom": [[0.720, 0.170, 1.166], [-2.092, -1.292, -1.875], [1.187, 2.360, 2.575], [0.027, 0.872, 0.815], [1.821, 2.261, 3.604], [2.518, 1.963, 4.351], [-0.546, -1.644, -1.339], [0.168, 2.460, 1.176], [-0.897, -0.155, -2.045], [-0.600, 0.597, 0.141], [-1.241, -0.893, -1.453]], "lowdin_charge": [0.12, 0.04, -0.35, -0.13, 0.16, 0.07, 0.04, 1.08, 0.01, -0.04, 0.00]}

Record 2
{"formula": "C2H2BrF3", "method": "ωB97M-V with the def2-TZVPD basis set", "spin_multiplicity": 3, "lumo_energy_ev": [0.83, -1.07], "homo_lumo_gap_ev": [7.900, 10.117], "e_above_lowest_kcal_mol": 7.65, "elements": ["F", "H", "F", "Br", "F", "C", "H", "C"], "positions_angstrom": [[-1.049, 0.713, -1.560], [0.994, 0.349, -1.422], [0.396, 1.983, -0.492], [0.705, -2.378, 0.829], [-1.426, -0.670, 0.978], [0.183, 0.799, -0.966], [0.334, -0.083, 1.663], [-0.136, -0.713, 0.970]], "lowdin_charge": [0.03, 0.10, 0.10, 0.70, 0.00, -0.25, 0.04, -0.73]}

Record 3
{"formula": "C4H17N2O2", "method": "ωB97M-V with the def2-TZVPD basis set", "charge": 1, "lumo_energy_ev": -2.91, "homo_lumo_gap_ev": 8.874, "e_above_lowest_kcal_mol": 20.93, "elements": ["N", "H", "H", "H", "H", "H", "H", "O", "H", "H", "H", "H", "H", "C", "C", "H", "H", "N", "H", "H", "H", "H", "C", "C", "O"], "positions_angstrom": [[-1.605, -1.993, -1.968], [-0.669, 3.037, -1.455], [-1.457, -2.834, -1.443], [0.766, -0.454, -2.063], [-2.326, -1.931, -2.657], [0.145, 2.748, 0.856], [2.014, -1.641, -0.415], [-0.937, 3.047, -0.527], [2.157, -0.051, 1.116], [-0.367, -1.532, 1.527], [1.628, -0.205, 2.706], [-1.662, -0.877, -0.260], [1.233, -2.248, 1.816], [0.686, -1.471, 1.287], [0.297, -0.583, -1.090], [0.760, 0.680, 1.640], [-1.882, 3.206, -0.622], [1.359, -0.187, 1.727], [0.147, 2.880, 2.375], [-1.706, 0.087, -1.685], [0.599, -2.670, -0.447], [0.372, 0.405, -0.619], [-1.208, -0.784, -1.266], [0.934, -1.658, -0.228], [0.619, 2.423, 1.661]], "lowdin_charge": [0.01, 0.07, 0.06, 0.12, 0.07, 0.02, 0.12, -0.04, 0.16, 0.12, 0.17, 0.10, 0.13, -0.13, -0.20, 0.11, 0.07, 0.17, 0.08, 0.11, 0.12, 0.09, -0.29, -0.18, -0.07]}

Record 4
{"formula": "C3H2ClF3", "method": "ωB97M-V with the def2-TZVPD basis set", "lumo_energy_ev": 0.77, "homo_lumo_gap_ev": 9.071, "e_above_lowest_kcal_mol": 54.44, "elements": ["C", "C", "F", "Cl", "F", "C", "H", "F", "H"], "positions_angstrom": [[0.818, -0.305, -0.078], [0.040, 1.011, -0.181], [-0.480, 1.327, -1.469], [-1.698, -1.379, -0.657], [0.060, 2.073, 0.561], [-0.556, -0.756, 0.365], [1.145, -0.526, -1.046], [-0.782, -0.925, 1.656], [1.452, -0.519, 0.848]], "lowdin_charge": [-0.06, -0.34, 0.01, 0.79, 0.15, -0.84, 0.09, 0.03, 0.16]}

The calculation returns the following max |F| values, one per record and in order: 0.0898; 0.0601; 0.0319; 0.0990 Eh/bohr.